111
Properties=species:S:1:pos:R:3:forces:R:3 method="wB97M-V/def2-TZVPD" total_charge=0 homo_lumo_gap_ev="7.0 / 7.0" spin_multiplicity=2 relative_energy_kcal_mol=6.9 total_energy_ha=-5850.37347 lumo_ha="0.019 / 0.019"
Ti -1.284161 0.977173 1.283289 -0.0366 0.1397 0.1879
C -2.550314 2.928973 3.211336 -0.0363 -0.0151 0.0139
N -1.217961 2.998660 2.577554 -0.0145 -0.1309 -0.0514
C -1.161304 4.247509 1.806179 -0.0451 0.0386 -0.0316
C -0.221619 3.010719 3.676436 -0.0105 0.0073 0.0488
C 1.154652 3.562166 3.343341 0.0302 0.0019 0.0118
N 1.994474 2.687420 2.534417 -0.0299 -0.0091 0.0136
C 2.663957 1.713007 3.379726 -0.0578 -0.0412 0.0206
C 2.985023 3.458891 1.804267 0.0011 0.0081 -0.0076
H -2.745122 3.845997 3.784324 -0.0025 0.0038 0.0033
H -2.583323 2.066709 3.874211 -0.0028 0.0222 -0.0049
H -3.320744 2.820424 2.447041 0.0066 0.0097 0.0034
H -1.164999 5.119510 2.473901 0.0039 -0.0060 0.0052
H -2.030383 4.311565 1.156860 0.0141 0.0182 0.0202
H -0.266797 4.279039 1.185695 -0.0019 -0.0053 -0.0111
H -0.154294 1.988711 4.056890 -0.0140 0.0079 0.0189
H -0.621967 3.634951 4.489414 0.0199 0.0172 -0.0251
H 1.653393 3.788325 4.301658 0.0007 0.0006 -0.0058
H 1.055490 4.518743 2.831646 -0.0082 -0.0004 0.0082
H 3.359308 2.203656 4.082232 0.0049 -0.0142 0.0042
H 3.220905 1.004978 2.769612 0.0265 -0.0348 -0.0304
H 1.933731 1.150973 3.963044 0.0045 -0.0066 -0.0214
H 3.638017 4.044810 2.472743 -0.0017 -0.0008 0.0018
H 2.493726 4.146207 1.113373 -0.0007 0.0002 -0.0034
H 3.621480 2.788089 1.224320 0.0037 -0.0010 -0.0031
N -5.059875 -0.648209 -5.359451 -0.0264 0.0211 0.0056
C -4.778505 0.194678 -4.285054 0.0188 -0.0208 -0.0171
C -5.187167 -0.146710 -2.994253 -0.0050 0.0062 0.0178
C -4.847870 0.652774 -1.917132 0.0109 0.0012 -0.0167
C -4.104101 1.807615 -2.118784 0.0206 -0.0116 0.0168
C -3.705934 2.168461 -3.399233 -0.0178 0.0059 -0.0024
C -4.037467 1.362787 -4.474195 0.0109 0.0106 0.0033
S -3.640921 2.789494 -0.726764 0.0314 -0.0875 -0.0423
O -4.518961 2.422194 0.355369 -0.0203 -0.0109 0.0094
O -3.580474 4.161956 -1.143263 0.0096 0.0398 -0.0218
N -2.192386 2.240349 -0.279969 -0.0374 0.1559 -0.1004
C -1.031486 2.478818 -0.937732 0.0115 -0.0656 -0.0096
N 0.019858 1.954967 -0.246775 -0.0045 -0.0339 0.0505
C 1.238718 2.097317 -0.734446 -0.0007 0.0415 -0.0246
C 1.461127 2.771810 -1.922820 -0.0226 -0.0219 0.0176
C 0.329790 3.244368 -2.571241 0.0109 0.0004 0.0013
N -0.909488 3.105268 -2.110836 -0.0154 0.0011 0.0018
H -5.874459 -1.229776 -5.240449 0.0118 0.0001 -0.0020
H -5.047449 -0.201755 -6.262926 0.0054 -0.0082 0.0058
H -5.784358 -1.038650 -2.840263 -0.0034 -0.0077 0.0001
H -5.168904 0.400418 -0.915328 -0.0065 -0.0059 0.0097
H -3.139723 3.078616 -3.538412 0.0087 0.0000 0.0013
H -3.728282 1.641970 -5.474805 0.0030 0.0017 -0.0045
H 2.040239 1.662234 -0.148859 -0.0091 -0.0006 -0.0016
H 2.452859 2.885556 -2.334278 -0.0059 0.0031 -0.0030
H 0.419935 3.759891 -3.522455 0.0037 0.0018 -0.0071
N 1.312855 -0.815544 1.882349 0.0529 0.1506 0.0849
C 2.453617 -1.557734 1.634879 0.0413 0.0385 0.0387
C 3.298597 -1.904256 2.700085 0.0126 -0.0219 -0.0059
C 4.446212 -2.639504 2.482656 -0.0360 0.0213 0.0352
C 4.791614 -3.056857 1.200796 -0.0146 0.0013 -0.0568
C 3.971321 -2.703533 0.146150 0.0413 -0.0218 0.0100
C 2.815946 -1.944180 0.335219 0.0823 0.0190 -0.0504
P 1.750645 -1.448209 -1.055736 -0.0162 0.0343 -0.0673
C 1.519174 -3.060235 -1.892229 -0.0045 -0.0109 -0.0150
C 2.128544 -3.462476 -3.075837 -0.0048 0.0102 -0.0117
C 1.829150 -4.698834 -3.635871 -0.0083 -0.0165 0.0017
C 0.928436 -5.550148 -3.014513 0.0259 -0.0027 -0.0057
C 0.327924 -5.165327 -1.821743 0.0041 0.0025 0.0096
C 0.615207 -3.926851 -1.271700 -0.0038 0.0045 0.0166
C 2.871737 -0.523488 -2.169728 0.0262 -0.0388 0.0410
C 2.402231 -0.206243 -3.446474 0.0200 0.0127 0.0078
C 3.142029 0.593655 -4.300316 0.0025 0.0038 -0.0093
C 4.355690 1.123615 -3.879816 -0.0032 0.0020 -0.0239
C 4.820069 0.840259 -2.605482 -0.0011 -0.0109 0.0296
C 4.087580 0.017347 -1.757213 -0.0467 -0.0155 0.0036
H 0.959859 -0.848152 2.826911 0.0062 0.0070 -0.0156
H 0.571643 -0.895755 1.203785 -0.1498 -0.1719 -0.0976
H 3.031712 -1.594808 3.702834 -0.0090 0.0042 0.0329
H 5.075693 -2.900335 3.324286 -0.0049 0.0030 0.0059
H 5.681990 -3.647109 1.033171 0.0032 -0.0014 -0.0064
H 4.224014 -3.021664 -0.859331 0.0088 0.0010 -0.0169
H 2.839538 -2.810507 -3.568186 -0.0043 -0.0114 0.0007
H 2.308634 -4.997960 -4.559195 0.0022 -0.0037 -0.0055
H 0.700005 -6.513344 -3.451792 -0.0008 -0.0031 -0.0038
H -0.364877 -5.830961 -1.321485 0.0034 0.0116 -0.0007
H 0.141767 -3.628039 -0.339463 0.0012 -0.0097 -0.0219
H 1.440551 -0.583482 -3.772430 -0.0429 -0.0183 -0.0251
H 2.765133 0.816610 -5.290301 -0.0042 0.0029 -0.0076
H 4.932152 1.756552 -4.541707 0.0041 0.0056 -0.0068
H 5.761361 1.254029 -2.267014 0.0117 -0.0004 0.0050
H 4.465878 -0.201749 -0.766953 0.0102 -0.0144 0.0199
C -1.624709 -1.769038 -3.563707 -0.0470 -0.0156 -0.0065
C -2.291670 -2.146887 -2.240913 -0.0093 0.0287 0.0031
C -1.908229 -1.237132 -1.164182 -0.0160 0.0192 0.0183
N -1.607601 -0.510157 -0.331390 0.0593 -0.0871 -0.0007
H -1.970854 -2.439356 -4.349028 -0.0001 0.0048 -0.0015
H -0.543044 -1.860638 -3.484331 0.0406 -0.0047 0.0011
H -1.883426 -0.748480 -3.842338 0.0074 0.0341 -0.0166
H -2.022135 -3.161033 -1.942077 0.0023 0.0121 0.0171
H -3.377948 -2.094282 -2.330514 0.0060 -0.0124 0.0077
C -0.024448 -1.561514 5.055877 -0.0367 0.0069 -0.0050
Ge -1.552712 -1.762636 3.807376 -0.0402 -0.0459 -0.0299
C -3.139657 -2.075715 4.920960 -0.0220 0.0052 -0.0237
C -1.176775 -3.409825 2.784321 0.0064 0.0028 -0.0086
C -1.725715 -0.265102 2.639842 0.2155 0.0616 0.0589
H -0.235370 -2.081806 5.991624 -0.0202 -0.0011 0.0042
H 0.157507 -0.510827 5.290269 0.0092 0.0105 -0.0027
H 0.889492 -2.000523 4.652106 0.0494 -0.0026 -0.0223
H -3.028071 -2.983239 5.515976 0.0049 -0.0107 0.0098
H -4.027925 -2.177593 4.296421 -0.0092 -0.0054 0.0003
H -3.296860 -1.235264 5.598097 -0.0032 0.0076 0.0044
H -1.203896 -4.303894 3.409378 0.0083 -0.0062 0.0184
H -0.182780 -3.336138 2.334744 -0.0089 -0.0138 -0.0102
H -1.908116 -3.521949 1.981661 -0.0092 -0.0045 0.0021
H -2.794596 0.014600 2.462031 -0.0282 0.0273 0.0394